No. 1
{"formula": "C27H27F7N", "method": "the ωB97M-V functional and the def2-TZVPD basis", "total_charge": 1, "homo_ev": -11.2046, "e_tot_ev": -48937.456, "max_force_ha_per_bohr": 0.117, "elements": ["F", "F", "F", "F", "F", "F", "F", "N", "C", "C", "C", "C", "C", "C", "C", "C", "C", "C", "C", "C", "C", "C", "C", "C", "C", "C", "C", "C", "C", "C", "C", "C", "C", "C", "C", "H", "H", "H", "H", "H", "H", "H", "H", "H", "H", "H", "H", "H", "H", "H", "H", "H", "H", "H", "H", "H", "H", "H", "H", "H", "H", "H"], "xyz": [[-1.3994, -0.0870, -0.9343], [1.4901, 0.9268, -0.3886], [0.9200, -0.5487, -2.1759], [3.4649, -0.7605, 0.1005], [1.9488, -2.4378, 0.8653], [2.6799, -2.3571, -1.4934], [-0.8121, -2.2504, -0.1220], [-0.6510, -0.3046, 1.3471], [1.9047, 2.4850, -4.9826], [3.0142, 3.0637, -5.5995], [2.5520, -4.6281, 5.7375], [-2.4563, 2.8427, 4.6835], [-5.5724, -2.0797, -3.9494], [-4.5114, -0.0229, -4.6422], [-2.1659, 2.4484, 3.3778], [1.0686, -0.4883, -0.6751], [3.3322, 0.8086, -3.9882], [4.2823, 2.5152, -5.4094], [-5.5301, -0.9644, -4.7865], [2.0636, 1.3548, -4.1813], [-2.0424, 4.7651, 2.7046], [3.6246, -3.7800, 6.0114], [-0.4121, -0.8207, -0.0567], [4.4424, 1.3905, -4.6005], [-2.3292, 5.1594, 4.0112], [-2.5410, 4.1989, 4.9998], [2.2456, -1.5600, -0.2892], [-3.5367, -0.1940, -3.6595], [-3.5758, -1.3122, -2.8262], [3.3257, -2.7081, 3.8673], [1.8662, -4.5167, 4.5277], [2.2507, -3.5537, 3.5950], [-4.5923, -2.2555, -2.9729], [-1.9632, 3.4089, 2.3871], [4.0150, -2.8233, 5.0749], [4.8550, -2.1671, 5.2858], [-2.3884, 6.2163, 4.2590], [-6.3681, -2.8115, -4.0590], [3.6267, -1.9593, 3.1394], [2.2502, -5.3759, 6.4662], [-1.7424, 3.1013, 1.3688], [-4.4777, 0.8454, -5.2957], [2.8899, 3.9416, -6.2280], [0.9171, 2.9143, -5.1274], [3.4561, -0.0702, -3.3608], [1.7127, -3.4627, 2.6546], [-2.0983, 1.3915, 3.1318], [5.1466, 2.9654, -5.8915], [-0.5819, 0.7538, 1.3798], [-1.8807, 5.5139, 1.9337], [1.0322, -5.1789, 4.3129], [5.4312, 0.9668, -4.4482], [4.1572, -3.8653, 6.9553], [-2.8142, -1.4478, -2.0628], [-2.7710, 4.5065, 6.0163], [-1.6531, -0.5545, 1.6034], [-2.6166, 2.0941, 5.4549], [-2.7464, 0.5425, -3.5438], [-6.2910, -0.8297, -5.5507], [-4.6212, -3.1281, -2.3252], [1.1982, 0.8997, -3.7061], [-0.0224, -0.7160, 2.0800]]}

=====

No. 2
{"formula": "C5H12NO", "method": "the ωB97M-V functional and the def2-TZVPD basis", "smiles": "CCC[C@H]([NH3+])C=O", "total_charge": 1, "e_above_lowest_kj_mol": 250.78, "homo_ev": -15.1415, "e_tot_ev": -8908.030, "max_force_ha_per_bohr": 0.114, "elements": ["O", "N", "C", "C", "C", "C", "C", "H", "H", "H", "H", "H", "H", "H", "H", "H", "H", "H", "H"], "xyz": [[-1.1765, -0.0437, 1.6211], [1.3084, 0.7336, 1.1296], [-1.2017, 0.7985, 0.7270], [0.4641, 0.4188, -1.2179], [-0.6875, -1.7997, -1.1213], [0.7398, -1.0746, -1.3067], [0.1665, 1.2036, 0.2027], [1.2831, -1.4229, -0.4865], [-0.5075, 0.5414, -1.8345], [-1.4694, -1.2317, -1.4678], [0.5246, 2.2864, 0.3324], [2.1933, 0.3184, 0.7258], [-0.6551, -2.7405, -1.7679], [1.2927, 1.0233, -1.5471], [-0.9649, -2.0581, -0.0019], [0.7646, -0.0323, 1.8636], [-2.0088, 1.2143, 0.1685], [1.2121, -1.4101, -2.2047], [1.7012, 1.4461, 1.6414]]}

=====

No. 3
{"formula": "C7H18BrN2O4S", "method": "the ωB97M-V functional and the def2-TZVPD basis", "total_charge": 1, "homo_ev": -12.9970, "e_tot_ev": -99583.343, "max_force_ha_per_bohr": 0.054, "elements": ["Br", "S", "O", "O", "O", "O", "N", "N", "C", "C", "C", "C", "C", "C", "C", "H", "H", "H", "H", "H", "H", "H", "H", "H", "H", "H", "H", "H", "H", "H", "H", "H", "H"], "xyz": [[-2.8943, 0.0626, 3.8208], [-2.2133, 2.6885, 2.1264], [3.0620, -4.5115, -1.0103], [1.2831, -4.7227, -2.2925], [-0.3201, -0.2883, -1.4907], [0.2548, -1.4874, -3.2470], [-0.4475, -1.2500, -2.2575], [2.4660, -4.4247, -2.0902], [-1.5477, -2.2058, -1.9579], [-1.4483, 1.1598, 2.9778], [0.9277, 0.4470, 1.7603], [-1.0127, 5.0175, 0.7327], [-0.7010, 0.2047, 1.8708], [3.2384, -3.9158, -3.2555], [-0.7031, 3.5165, 1.3149], [-0.8477, -0.9213, 2.2364], [-2.4864, -1.6489, -1.9913], [-1.3651, -2.6172, -0.9632], [4.2583, -3.6944, -2.9339], [1.3841, 0.4036, 2.8441], [-1.2137, 0.2351, 0.7939], [-0.6625, 1.6103, 3.7434], [1.4075, -0.4350, 1.1170], [2.7412, -3.0108, -3.6107], [-1.5117, 4.9144, -0.3208], [-2.7631, 3.5417, 3.1235], [-0.3486, 2.8469, 0.3931], [-1.5422, -2.9977, -2.7099], [1.2230, 1.4537, 1.2258], [0.2078, 3.4936, 2.0753], [0.0403, 5.5538, 0.5728], [-1.7010, 5.6782, 1.4213], [3.2356, -4.6963, -4.0190]]}

=====

No. 4
{"formula": "C16H40BGaI2NO12P2", "method": "the ωB97M-V functional and the def2-TZVPD basis", "total_charge": -1, "homo_ev": -5.1662, "e_tot_ev": -131140.563, "max_force_ha_per_bohr": 0.060, "elements": ["I", "I", "Ga", "P", "P", "O", "O", "O", "O", "O", "O", "O", "O", "O", "O", "O", "O", "N", "C", "C", "C", "C", "C", "C", "C", "C", "C", "C", "C", "C", "C", "C", "C", "C", "B", "H", "H", "H", "H", "H", "H", "H", "H", "H", "H", "H", "H", "H", "H", "H", "H", "H", "H", "H", "H", "H", "H", "H", "H", "H", "H", "H", "H", "H", "H", "H", "H", "H", "H", "H", "H", "H", "H", "H", "H"], "xyz": [[-6.9945, -3.3036, -1.7309], [-1.9586, 0.7533, 1.6668], [-2.6137, -0.1875, -0.6903], [5.4805, -5.6140, -2.5624], [-2.8640, 6.4634, 3.5430], [-1.0132, 2.3473, -2.1677], [0.1019, -1.7736, -0.8825], [5.5910, -6.4804, -3.7340], [-1.2354, -1.8073, -2.8584], [-2.7521, 5.0825, 2.8331], [4.1379, -5.0095, -2.0346], [-3.4910, 7.4856, 2.4893], [6.5653, -4.4486, -2.5083], [-4.1993, 6.2411, 4.4267], [-1.8201, 7.0496, 4.3834], [5.9720, -6.4157, -1.2508], [-2.8617, 1.3370, -1.8822], [-2.0768, 2.3864, -1.6199], [-4.1660, 6.3458, 5.8455], [-5.3076, -3.5629, -0.4623], [-4.6655, 7.7031, 6.3029], [-3.8435, 4.5251, 2.0522], [-4.1200, -2.6781, -0.8284], [-4.3636, -1.1778, -0.6387], [-1.7598, 7.7791, 0.7654], [5.8709, -2.8320, -4.2316], [7.6538, -8.1517, -1.4501], [0.0555, -3.0723, -0.3242], [6.1824, -7.8256, -1.2851], [6.9377, -3.7833, -3.7264], [3.9688, -2.7314, -1.1464], [-2.6270, 8.4218, 1.8307], [4.0902, -4.2033, -0.8306], [-3.5908, 4.6658, 0.5695], [-1.0635, -1.3652, -1.5420], [0.9960, -3.5987, -0.5028], [5.8104, -8.2160, -0.3362], [7.7907, -9.2048, -1.7000], [-2.3641, 7.4083, -0.0617], [4.9063, -3.3336, -4.3275], [7.1799, -4.5272, -4.4875], [-0.7383, -3.6942, -0.7617], [-4.7933, 4.9750, 2.3377], [-4.2077, 8.4972, 5.7131], [-1.2020, 6.9316, 1.1671], [3.5983, -2.1911, -0.2750], [-5.0241, -4.6129, -0.5532], [-3.1604, 6.1590, 6.2224], [8.0948, -7.5425, -2.2389], [-1.4301, -2.7484, -2.9124], [3.2066, -4.5484, -0.2960], [-4.9026, -1.0218, 0.3002], [-3.3243, -2.9858, -0.1350], [-5.7468, 7.7799, 6.1752], [-4.8125, 5.5541, 6.2292], [-3.2836, 9.1684, 1.3840], [4.9536, -4.4088, -0.2002], [4.9374, -2.3078, -1.4105], [-5.6015, -3.4233, 0.5774], [-4.9750, -0.7832, -1.4554], [7.8533, -3.2390, -3.4981], [-0.1441, -3.0225, 0.7513], [-2.5490, 4.4630, 0.3285], [5.7370, -1.9933, -3.5494], [3.2847, -2.5606, -1.9771], [-3.8353, 5.6717, 0.2242], [-4.2157, 3.9612, 0.0216], [-4.4325, 7.8669, 7.3564], [-3.8801, 3.4687, 2.3082], [5.5945, -8.2827, -2.0809], [-2.0083, 8.9314, 2.5721], [6.1543, -2.4369, -5.2074], [-3.8383, -2.8797, -1.8650], [-1.0495, 8.5075, 0.3720], [8.2014, -7.9441, -0.5293]]}

=====

No. 5
{"formula": "C12H37BrHfO17P4", "method": "the ωB97M-V functional and the def2-TZVPD basis", "total_charge": 2, "homo_ev": -14.8155, "e_tot_ev": -156334.587, "max_force_ha_per_bohr": 0.117, "elements": ["Hf", "Br", "P", "P", "P", "P", "O", "O", "O", "O", "O", "O", "O", "O", "O", "O", "O", "O", "O", "O", "O", "O", "O", "C", "C", "C", "C", "C", "C", "C", "C", "C", "C", "C", "C", "H", "H", "H", "H", "H", "H", "H", "H", "H", "H", "H", "H", "H", "H", "H", "H", "H", "H", "H", "H", "H", "H", "H", "H", "H", "H", "H", "H", "H", "H", "H", "H", "H", "H", "H", "H", "H"], "xyz": [[-0.0692, -0.0109, 0.2388], [3.4437, 1.4375, 0.7814], [2.8268, -3.7322, -2.0199], [-0.5750, 4.7860, -1.6138], [2.3466, -2.2093, 4.7097], [-5.1489, 1.1220, -1.0214], [0.0570, -0.0983, -2.8171], [-0.5515, 4.4808, -3.1922], [-3.7578, 0.8663, -0.7766], [-6.1117, -0.1651, -1.4837], [2.2911, -2.8316, -0.9973], [0.3925, 6.1185, -1.4727], [3.4565, -5.0531, -1.4161], [2.6951, -3.7607, 4.6971], [-2.0187, 5.4100, -1.4123], [-0.2696, 3.5617, -0.7838], [-5.2536, 2.2018, -2.2416], [4.0576, -3.2035, -2.9637], [1.7271, -4.2028, -3.1274], [1.4326, -1.7653, 3.5884], [3.7817, -1.5706, 4.6537], [-6.0906, 1.6812, 0.1919], [1.7432, -2.1408, 6.1795], [-6.3990, 0.8399, 1.3370], [1.7194, -3.5508, -4.4719], [1.1032, -1.1213, 6.9042], [-2.4612, 6.1372, -0.2600], [1.3038, 6.0774, -0.4479], [5.3255, -2.9010, -2.4142], [4.2051, -4.9104, -0.1624], [-4.8434, 2.0373, -3.5644], [0.5544, 4.0172, -3.9220], [-7.2723, -0.1392, -2.3044], [4.6859, -1.8524, 5.7545], [1.6531, -4.7372, 4.5428], [-2.0230, 5.8434, 0.6938], [-3.5427, 6.1029, -0.1288], [-6.1975, -0.2278, 1.2504], [2.1587, 5.5448, -0.8646], [-5.9937, 1.1889, 2.2868], [-5.7428, 2.0696, -4.1793], [6.0112, -3.6116, -2.8758], [1.0328, 4.8064, -4.5020], [5.2082, -0.9904, 6.1696], [1.0293, 5.6328, 0.5087], [0.7197, -3.6053, -4.9028], [-2.1964, 7.1884, -0.3738], [0.3734, 3.1316, -4.5312], [1.8235, -5.7071, 5.0102], [-7.5437, 0.8842, -2.5634], [1.7775, 7.0106, -0.1433], [1.3132, 3.6129, -3.2520], [0.7623, -4.3268, 5.0183], [1.4019, -4.9124, 3.4967], [5.4636, -2.8417, -1.3346], [3.9446, -5.8029, 0.4065], [-4.0354, 2.6161, -4.0119], [5.2268, -5.0637, -0.5098], [0.0496, -1.3384, 7.0796], [4.0679, -2.0653, 6.6268], [1.9721, -2.5134, -4.2530], [-7.4733, 0.9692, 1.4689], [-0.1810, -0.4186, -3.7089], [1.1978, -0.2313, 6.2820], [5.5956, -1.9020, -2.7565], [-7.0836, -0.6593, -3.2436], [2.5228, -3.9933, -5.0609], [3.9906, -3.9772, 0.3585], [-8.1231, -0.6182, -1.8199], [1.7587, -0.8907, 7.7440], [5.3465, -2.7156, 5.6735], [-4.5916, 0.9932, -3.7507]]}

=====

No. 6
{"formula": "C22H31AsN7O6STi", "method": "the ωB97M-V functional and the def2-TZVPD basis", "total_charge": -1, "e_above_lowest_kj_mol": 0.00, "homo_ev": [-3.5031, -5.1064], "spin_multiplicity": 3, "e_tot_ev": -140826.962, "max_force_ha_per_bohr": 0.010, "elements": ["As", "Ti", "S", "O", "O", "O", "O", "O", "O", "N", "N", "N", "N", "N", "N", "N", "C", "C", "C", "C", "C", "C", "C", "C", "C", "C", "C", "C", "C", "C", "C", "C", "C", "C", "C", "C", "C", "C", "H", "H", "H", "H", "H", "H", "H", "H", "H", "H", "H", "H", "H", "H", "H", "H", "H", "H", "H", "H", "H", "H", "H", "H", "H", "H", "H", "H", "H", "H", "H"], "xyz": [[-1.9097, -0.3197, 2.0408], [0.0349, -0.2016, -0.0265], [1.8905, -9.0257, -1.8391], [0.7087, -8.5119, -2.5058], [3.1484, -8.5827, -2.4186], [-1.5582, 0.5640, -0.9908], [1.8404, -10.4320, -1.4966], [-2.6688, 2.4451, -1.4936], [1.4851, 3.5062, 1.2948], [2.2305, 0.0389, 0.7539], [0.9933, -0.5102, -1.9687], [2.4280, -8.8123, 0.8200], [0.4125, 1.7793, 0.2205], [0.1912, -2.1575, 0.5083], [1.2088, -0.4922, -4.1445], [1.3840, -6.9484, -0.1997], [0.7934, -2.6145, 1.6744], [1.9484, -6.8529, 2.1014], [1.1476, -3.9166, 1.8743], [0.2000, -4.4593, -0.2534], [-1.4631, -0.7140, 3.9034], [0.9183, -4.8954, 0.8881], [2.4419, -8.1358, 1.9635], [-2.8921, -1.9432, 1.5784], [0.6263, 0.0859, -3.0827], [1.9857, -1.5407, -3.6920], [2.3576, 1.2886, 1.5199], [-1.7261, 1.8671, -0.9917], [1.8745, -8.1808, -0.2183], [1.8440, -1.5377, -2.3450], [-0.5999, 2.6635, -0.3219], [-3.0772, 2.3999, 2.2987], [1.4215, -6.2678, 0.9483], [-3.4094, 0.9158, 2.2854], [1.3734, 2.3236, 0.9924], [-4.0777, -2.2792, 2.4720], [-0.5284, 0.3088, 4.5347], [-0.1473, -3.1570, -0.4050], [2.5316, -2.1870, -4.3551], [2.1032, 1.0857, 2.5616], [-0.7021, -2.8376, -1.2803], [-2.8380, 2.7678, 1.3034], [-2.2367, 2.6314, 2.9566], [3.3625, 1.7127, 1.5021], [1.0620, -0.2232, -5.1010], [-1.0339, 1.2607, 4.7087], [-2.1517, -2.7438, 1.5809], [-3.9345, 2.9785, 2.6494], [-1.0332, 3.3093, 0.4442], [1.6400, -4.1644, 2.8070], [-3.7734, -2.4370, 3.5080], [-3.2023, -1.8151, 0.5388], [-4.5617, -3.1994, 2.1389], [-1.0204, -1.7124, 3.9085], [-2.3983, -0.7736, 4.4638], [-4.1259, 0.6887, 1.4935], [-0.0493, -5.1826, -1.0191], [2.8719, -8.6499, 2.8194], [2.6675, -0.7484, 1.2188], [2.7027, 0.1583, -0.1365], [-0.0711, 0.9049, -3.1473], [1.9764, -6.3422, 3.0540], [-0.1876, 3.3448, -1.0742], [-3.8743, 0.6203, 3.2293], [2.2532, -2.2180, -1.6171], [-4.8356, -1.4945, 2.4651], [-0.1471, -0.0378, 5.4972], [0.3333, 0.5229, 3.8985], [0.9825, -1.8640, 2.4338]]}

=====

No. 7
{"formula": "C4H10O4", "method": "the ωB97M-V functional and the def2-TZVPD basis", "smiles": "O=CCCC=O.O.O", "e_above_lowest_kj_mol": 162.73, "homo_ev": -10.1782, "e_tot_ev": -12498.919, "max_force_ha_per_bohr": 0.051, "elements": ["O", "O", "O", "O", "C", "C", "C", "C", "H", "H", "H", "H", "H", "H", "H", "H", "H", "H"], "xyz": [[1.4031, 0.3232, -2.6405], [-0.5332, -2.0279, 1.1389], [0.1963, -1.0552, 3.4092], [-0.1195, 2.4070, -1.2632], [-0.2613, 0.7746, 0.4938], [-0.5375, 2.0703, -0.1817], [-0.4576, -1.7778, -0.0441], [-0.4095, -0.3771, -0.5534], [-0.7536, -2.4985, -0.8280], [-1.0012, 0.5530, 1.2609], [0.6750, -1.8742, 3.2814], [-0.5224, -1.0474, 2.7639], [-1.2555, -0.1352, -1.2036], [0.7364, 0.6475, 0.9124], [0.4403, -0.2827, -1.2716], [2.0787, 0.2245, -3.3179], [-1.1113, 2.8422, 0.3634], [1.4326, 1.2337, -2.3198]]}